[1]
Below is a cluster of 2 separate species, C9H24NSi in total at a distorted geometry, with properties calculated with ωB97M-V with the def2-TZVPD basis set.

Last column: Mulliken charge in e.
Positions of all 35 atoms, in Å:
C  -3.81349  1.04235  0.75111  -1.161
C  -1.76601  -2.00806  -0.50299  -1.176
C  1.65778  1.53404  1.31975  -1.246
C  3.94531  -0.10835  -0.15150  -1.258
C  1.66146  1.22590  -1.81370  -1.147
C  -2.82849  0.97017  -0.40045  -0.501
C  -1.42668  0.44978  0.06230  0.371
C  -1.03683  -0.77193  -0.69549  -0.437
C  1.05003  -1.19248  -0.19689  -0.569
N  1.00571  -1.82847  1.14280  -0.222
Si  2.11597  0.40422  -0.14678  0.335
H  -4.55735  1.78450  0.57037  0.377
H  -3.22064  1.20601  1.64506  0.357
H  -4.41130  0.04403  0.77987  0.228
H  -1.36287  -2.99348  -0.81497  0.370
H  -1.84803  -2.22656  0.57821  0.351
H  -2.84359  -1.90491  -0.86917  0.306
H  1.39069  1.15776  2.27240  0.516
H  2.61168  2.16125  1.71304  0.302
H  0.95668  2.20877  0.95500  0.334
H  4.09296  -1.12581  -0.39008  0.365
H  4.51461  0.57452  -0.72377  0.395
H  4.43125  0.06689  0.81881  0.351
H  2.08518  2.16000  -1.86229  0.474
H  1.86869  0.65432  -2.77649  0.300
H  0.54293  1.28752  -1.88875  0.290
H  -2.74681  1.91552  -0.91990  0.479
H  -3.19605  0.17391  -1.04753  0.235
H  -1.48970  0.17754  1.10424  0.352
H  -0.77009  1.28801  -0.12955  -0.303
H  -0.75240  -0.48266  -1.75403  0.326
H  1.21554  -1.94245  -1.01900  0.531
H  1.46882  -1.18061  1.82226  0.353
H  1.48692  -2.79460  1.06600  0.391
H  -0.03188  -1.92665  1.50210  0.332

Computed properties:
E   -19081.2595 eV
Energy above the lowest of the compared OMol25 structures with the same formula, charge and spin   0.0 kcal/mol
Charge   +1
Largest force on an atom   5.44 eV/A

[2]
Below is a cluster of 3 separate species, C9H24O9P2 in total at a distorted geometry, with properties calculated with ωB97M-V with the def2-TZVPD basis set.

Last column: Mulliken charge in e.
Positions of all 44 atoms, in Å:
C  -0.23334  -7.50499  -0.30027  -0.812
O  0.40308  -6.57787  -1.19636  -0.325
P  0.80428  -5.13976  -0.63446  0.811
O  -0.09375  -4.07296  -1.25992  -0.698
O  0.47842  -5.11572  0.81354  -0.246
C  0.50428  -3.97058  1.64849  -0.723
O  2.32893  -4.70602  -0.81057  -0.276
C  2.66097  -3.49329  -1.39779  -0.311
H  -0.54607  -8.40869  -0.64225  0.313
H  -0.82877  -6.93509  0.22258  0.412
H  0.46592  -7.64236  0.50879  0.336
H  0.09898  -4.31379  2.60497  0.301
H  -0.05864  -3.15252  1.29577  0.352
H  1.48865  -3.59460  1.85917  0.309
H  3.73882  -3.35804  -1.58220  0.257
H  2.18067  -2.66369  -0.75548  0.100
H  2.13847  -3.30039  -2.47874  0.228
C  -2.86457  1.85852  -0.12573  -0.829
O  -2.19469  2.60972  -1.08183  -0.201
P  -2.27375  4.18905  -1.07896  0.968
O  -3.10824  4.88832  -0.03933  -0.669
O  -0.77685  4.34564  -0.45873  -0.266
C  -0.51038  4.59759  0.96101  -0.786
O  -2.15828  4.97276  -2.45805  -0.364
C  -1.50086  6.25459  -2.59872  -0.529
H  -2.26978  1.61640  0.75267  0.197
H  -3.11267  0.81084  -0.55837  0.239
H  -3.63054  2.27637  0.18340  0.566
H  0.51408  4.33145  1.46211  0.265
H  -1.10773  3.97931  1.56388  0.318
H  -0.74569  5.55092  1.37980  0.342
H  -0.39795  6.05893  -2.66694  0.235
H  -1.69510  6.92631  -1.67810  0.287
H  -1.63235  6.70800  -3.67803  0.235
C  0.60096  0.88309  2.34919  -0.850
C  1.38974  0.57394  0.99122  0.731
C  2.03376  1.73074  0.17297  -0.873
O  1.72375  -0.51598  0.81727  -0.452
H  1.37515  1.31711  3.02210  0.344
H  0.19467  -0.05557  2.74492  0.236
H  -0.12587  1.70415  2.15900  0.126
H  2.65195  1.45044  -0.62287  0.392
H  2.77485  2.30151  0.86169  0.239
H  1.31548  2.58621  -0.27083  0.068

Computed properties:
E   -46726.1717 eV
Energy above the lowest of the compared OMol25 structures with the same formula, charge and spin   135.1 kcal/mol
SMILES string   COP(=O)(OC)OC.COP(=O)(OC)OC.CC(C)=O
Largest force on an atom   9.13 eV/A

[3]
Below is a cluster of 4 separate species, C9H25BN2O6 in total at a distorted geometry, with properties calculated with ωB97M-V with the def2-TZVPD basis set.

Last column: Mulliken charge in e.
Positions of all 43 atoms, in Å:
C  3.83895  0.67194  0.90364  -1.192
C  2.78049  1.01524  -0.11174  0.616
O  2.96865  0.73117  -1.28700  -0.576
N  1.58851  1.67328  0.27173  0.145
C  1.60156  2.58663  1.42067  -0.937
B  0.35550  0.97385  0.02717  0.578
O  -0.37445  0.40290  1.11523  -0.491
N  0.14140  -0.88974  1.37834  0.244
O  0.04114  -1.16827  2.49739  -0.313
H  3.93691  -0.40685  0.90343  0.327
H  4.77856  1.06413  0.54102  0.310
H  3.65102  0.99495  1.91505  0.388
H  1.57102  3.60341  1.04789  0.271
H  2.46745  2.47244  2.05264  0.340
H  0.72216  2.45851  2.04276  0.296
H  -0.13840  0.91921  -1.05334  -0.092
C  2.81484  3.13636  -4.20605  -1.115
C  1.67890  3.28717  -3.21326  0.246
O  1.72504  4.54651  -2.53654  -0.538
H  3.77447  3.23623  -3.69897  0.287
H  2.77885  2.16330  -4.69672  0.304
H  2.76452  3.91264  -4.97434  0.383
H  1.74650  2.52139  -2.44460  -0.077
H  0.71156  3.18170  -3.71761  0.230
H  1.65715  5.23865  -3.19842  0.293
C  -2.02596  -3.52677  -0.74682  -0.719
C  -1.64063  -4.54854  0.30771  -0.207
O  -0.41288  -4.21182  0.94527  -0.511
H  -1.24057  -3.44184  -1.49763  0.315
H  -2.95869  -3.80083  -1.24170  0.334
H  -2.15468  -2.53881  -0.29411  -0.024
H  -1.49489  -5.52829  -0.14335  0.321
H  -2.43349  -4.63640  1.05922  0.213
H  -0.53043  -3.35196  1.35570  0.297
C  -3.28830  -1.14233  2.81126  -0.390
C  -4.35076  -1.85678  1.99499  -0.154
O  -4.76602  -1.08755  0.86931  -0.533
H  -3.66053  -0.17640  3.15287  0.319
H  -2.99438  -1.73314  3.68032  0.334
H  -2.40871  -0.95262  2.20674  -0.220
H  -5.24453  -2.02817  2.59194  0.338
H  -3.98065  -2.83123  1.65417  0.055
H  -3.99623  -0.93328  0.31575  0.304

Computed properties:
E   -25677.2021 eV
SMILES string   CC(=O)N(C)BON=O.CCO.CCO.CCO
Largest force on an atom   2.10 eV/A

E_LUMO for every record listed, in sequence, given in eV: -3.344, 0.597, -0.607.